1.
DFT (ωB97M-V/def2-TZVPD) results for an isolated ion of composition C7H9N3 and charge +2.

XYZ file:
```
19
Properties=species:S:1:pos:R:3:nbo_charge:R:1
C -0.63 -1.66 0.89 0.737
C 1.30 2.97 -0.77 -0.040
C 1.90 2.16 0.16 0.071
C 0.30 0.35 -0.12 0.251
C 0.07 2.42 -1.38 -0.588
C -0.28 1.08 -1.19 0.041
C -1.76 -3.77 1.55 -0.506
N 0.02 -0.79 0.40 -0.323
N -0.73 -2.95 1.50 -0.203
N 1.42 0.92 0.49 -0.401
H 1.76 3.92 -1.25 0.307
H 2.76 2.39 0.67 0.253
H -0.75 3.17 -0.98 0.370
H 0.10 2.62 -2.51 0.331
H -1.03 0.66 -1.75 0.257
H -2.68 -3.44 0.97 0.259
H -1.35 -4.85 1.31 0.358
H -2.17 -4.27 2.55 0.369
H 1.91 0.44 1.22 0.457
```

Calculated values
HOMO-LUMO gap (spin up / spin down) = 7.2 / 5.8 eV
HOMO energy (spin up / spin down) = -0.648 / -0.622 Ha
LUMO level (spin up / spin down) = -10.46 / -11.16 eV
charge = +2
DFT total energy = -435.5303 hartree
ΔE to the lowest compared entry with this formula, charge and spin = 84.2 kcal per mole

2.
DFT (ωB97M-V/def2-TZVPD) results for a 13-piece molecular cluster, C77H143N5O21 overall.

XYZ file:
```
246
Properties=species:S:1:pos:R:3:mulliken_charge:R:1
C 8.96 3.15 2.74 -2.042
C 8.31 4.49 2.35 1.344
C 8.98 5.00 1.08 -1.112
C 8.28 6.05 0.25 -0.809
C 6.80 5.68 -0.05 -1.169
C 6.04 5.17 1.21 2.360
N 6.87 4.19 2.04 0.526
O 6.16 3.51 3.07 -0.149
C 5.69 6.43 2.06 -2.030
C 4.81 4.50 0.65 -2.522
C 8.54 5.44 3.57 -1.564
H 10.04 3.18 2.89 0.441
H 8.65 2.39 2.03 0.429
H 8.45 2.83 3.65 0.436
H 9.89 5.52 1.39 0.358
H 9.28 4.12 0.50 0.447
H 8.83 6.04 -0.69 0.381
H 8.36 7.06 0.67 0.383
H 6.78 5.07 -0.95 0.464
H 6.39 6.68 -0.21 0.347
H 6.52 7.13 2.16 0.418
H 4.90 7.05 1.65 0.451
H 5.30 6.07 3.01 0.264
H 4.33 5.10 -0.12 0.377
H 5.01 3.46 0.36 0.533
H 4.17 4.41 1.52 0.135
H 9.59 5.43 3.86 0.453
H 8.01 5.03 4.42 0.299
H 8.03 6.39 3.46 0.327
H 5.91 2.68 2.66 0.241
C 0.84 -1.78 -1.29 -0.731
C -0.10 -0.74 -0.58 2.350
C -0.18 -1.08 0.93 0.486
C 1.04 -0.64 1.73 0.128
C 1.41 0.86 1.54 -1.372
C 1.51 1.31 0.02 2.465
N 0.40 0.69 -0.74 0.853
O 0.32 1.12 -2.07 0.235
C 1.33 2.84 -0.13 -1.129
C 2.97 0.92 -0.42 -1.162
C -1.55 -0.76 -1.25 -1.276
H 1.88 -1.67 -0.97 -0.675
H 0.74 -1.69 -2.37 0.539
H 0.56 -2.80 -1.01 -0.114
H -1.04 -0.48 1.24 -0.857
H -0.39 -2.14 0.97 0.099
H 1.88 -1.29 1.47 -1.004
H 0.98 -0.97 2.77 1.064
H 2.35 1.02 2.07 0.639
H 0.67 1.36 2.16 -0.221
H 0.53 3.28 0.47 0.196
H 2.27 3.28 0.20 -0.203
H 1.18 3.12 -1.18 0.241
H 3.07 1.06 -1.50 -0.068
H 3.74 1.46 0.13 0.090
H 3.20 -0.14 -0.40 -0.072
H -2.05 0.19 -1.09 -0.438
H -2.19 -1.52 -0.81 -0.477
H -1.53 -0.87 -2.34 0.743
H -0.43 1.73 -2.10 0.111
C -4.09 -0.84 5.07 -2.121
C -3.21 -0.76 3.88 1.952
C -3.95 -1.15 2.63 -0.614
C -4.91 -0.02 2.19 -0.545
C -4.02 1.14 1.78 0.125
C -3.12 1.67 2.94 1.761
N -2.44 0.52 3.58 1.736
O -1.55 0.88 4.59 -0.699
C -2.07 2.50 2.21 -1.879
C -3.94 2.55 3.88 -1.926
C -2.18 -1.90 4.11 -2.499
H -4.89 -1.58 5.08 0.392
H -4.75 0.01 4.92 0.501
H -3.56 -0.81 6.03 0.359
H -3.51 -1.61 1.75 -0.746
H -4.64 -1.95 2.92 0.892
H -5.65 0.35 2.90 0.650
H -5.54 -0.37 1.37 -0.514
H -4.66 1.99 1.53 0.705
H -3.45 0.92 0.88 -1.151
H -2.45 3.40 1.71 0.334
H -1.35 2.81 2.96 0.773
H -1.57 1.98 1.40 -0.331
H -3.55 2.48 4.90 0.336
H -3.70 3.59 3.66 0.545
H -5.00 2.31 3.81 0.334
H -1.62 -1.97 3.18 0.141
H -2.58 -2.87 4.41 0.568
H -1.45 -1.66 4.88 0.642
H -0.73 0.71 4.12 0.284
C -1.69 -4.73 -0.83 -1.432
C -3.10 -5.34 -0.74 2.541
C -3.73 -5.46 -2.18 -1.528
C -3.30 -6.71 -2.92 -0.899
C -3.48 -7.95 -2.09 -1.461
C -3.00 -7.94 -0.66 1.703
N -3.15 -6.60 -0.04 -0.140
O -2.70 -6.50 1.23 0.056
C -3.78 -8.95 0.17 -1.926
C -1.51 -8.31 -0.66 -1.683
C -3.98 -4.27 -0.07 -1.499
H -0.99 -5.42 -1.29 0.552
H -1.26 -4.53 0.15 -0.093
H -1.78 -3.75 -1.29 0.186
H -4.82 -5.43 -2.22 0.438
H -3.47 -4.59 -2.78 0.344
H -2.23 -6.69 -3.14 0.351
H -3.79 -6.80 -3.89 0.467
H -3.23 -8.89 -2.58 0.447
H -4.56 -8.01 -1.95 0.402
H -3.53 -9.97 -0.12 0.402
H -3.51 -8.89 1.22 0.345
H -4.85 -8.81 0.09 0.408
H -0.80 -7.66 -1.18 0.331
H -1.03 -8.34 0.32 0.350
H -1.26 -9.31 -1.01 0.452
H -3.67 -4.10 0.96 0.359
H -5.02 -4.58 -0.01 0.686
H -4.10 -3.35 -0.65 -0.504
H -3.44 -6.28 1.80 0.300
C -5.94 0.96 -4.73 -1.372
C -7.24 0.14 -4.35 1.892
C -7.16 -1.30 -4.94 -1.565
C -6.19 -2.20 -4.22 -0.712
C -6.51 -2.32 -2.75 -0.614
C -6.69 -0.90 -2.07 1.788
N -7.50 0.01 -2.88 0.368
O -7.85 1.19 -2.28 -0.550
C -7.39 -1.11 -0.69 -2.036
C -5.31 -0.34 -1.83 -0.662
C -8.47 0.75 -5.16 -1.941
H -5.89 1.66 -3.90 0.086
H -6.11 1.47 -5.68 0.607
H -4.97 0.47 -4.79 0.166
H -8.18 -1.68 -4.88 0.468
H -6.92 -1.26 -6.00 0.379
H -5.17 -1.88 -4.43 0.257
H -6.32 -3.17 -4.69 0.611
H -5.62 -2.84 -2.39 -0.588
H -7.43 -2.91 -2.68 0.640
H -8.43 -1.42 -0.82 0.519
H -6.83 -1.81 -0.06 0.257
H -7.39 -0.19 -0.11 0.365
H -5.32 0.67 -1.42 0.530
H -4.75 -0.93 -1.11 -0.236
H -4.70 -0.33 -2.73 -0.047
H -8.25 1.16 -6.14 0.352
H -8.86 1.59 -4.59 0.437
H -9.32 0.06 -5.17 0.414
H -7.03 1.68 -2.36 0.371
O 1.66 4.88 -7.39 -0.648
C 1.65 3.86 -6.66 0.451
O 0.78 2.80 -6.88 -0.412
C 1.06 1.71 -6.06 -0.417
C 2.33 2.06 -5.30 0.934
C 2.45 3.55 -5.43 -0.503
H 1.37 0.84 -6.64 0.408
H 0.27 1.26 -5.46 0.176
H 3.15 1.46 -5.69 0.136
H 2.25 1.83 -4.24 -0.612
H 3.48 3.88 -5.52 0.382
H 1.91 4.02 -4.61 0.152
O 5.05 0.67 3.41 -0.551
C 5.05 -0.11 4.34 0.055
O 6.00 -0.12 5.34 -0.379
C 5.63 -1.20 6.14 -0.567
C 4.21 -1.72 5.87 -0.753
C 3.90 -1.04 4.59 2.365
H 5.51 -0.81 7.15 0.284
H 6.41 -1.97 6.20 0.345
H 3.52 -1.39 6.64 0.356
H 4.26 -2.80 5.73 0.269
H 2.98 -0.45 4.63 -0.634
H 3.76 -1.72 3.75 -0.805
O 7.12 -1.07 -3.51 -0.627
C 5.92 -1.31 -3.60 0.322
O 5.41 -2.57 -3.42 -0.386
C 4.02 -2.67 -3.76 -0.149
C 3.61 -1.19 -4.12 0.779
C 4.82 -0.31 -3.92 0.036
H 3.52 -3.03 -2.86 0.059
H 3.86 -3.35 -4.60 0.276
H 2.89 -0.97 -3.33 -0.800
H 3.10 -1.12 -5.08 0.342
H 4.67 0.19 -2.97 -0.143
H 5.13 0.25 -4.81 0.456
O 1.85 1.70 4.84 -0.632
C 2.16 2.77 5.38 0.145
O 1.92 3.08 6.61 -0.357
C 2.36 4.41 6.80 -0.595
C 2.68 5.13 5.53 -0.590
C 2.80 3.92 4.62 0.691
H 3.19 4.35 7.51 0.326
H 1.54 4.94 7.29 0.323
H 3.60 5.70 5.56 0.259
H 1.82 5.75 5.29 0.314
H 3.82 3.69 4.34 -0.242
H 2.33 4.16 3.67 0.195
O -1.70 2.64 -3.47 -0.874
C -1.94 3.43 -4.38 0.288
O -1.42 4.69 -4.46 -0.432
C -2.06 5.48 -5.49 -0.531
C -2.56 4.27 -6.42 -0.864
C -2.91 3.20 -5.45 0.228
H -1.35 6.07 -6.08 0.400
H -2.80 6.10 -5.00 0.311
H -1.79 4.01 -7.15 0.290
H -3.46 4.47 -6.99 0.435
H -2.95 2.17 -5.81 0.391
H -3.91 3.34 -5.03 -0.019
O 1.24 -7.17 1.77 -0.640
C 0.76 -6.23 2.33 0.365
O 1.22 -4.98 2.19 -0.023
C 0.69 -4.15 3.24 0.511
C -0.55 -4.88 3.77 0.169
C -0.24 -6.27 3.49 -0.812
H 0.39 -3.21 2.77 -0.785
H 1.40 -3.86 4.01 0.268
H -1.38 -4.71 3.08 -0.359
H -0.72 -4.63 4.81 0.593
H -1.12 -6.86 3.26 0.253
H 0.32 -6.66 4.34 0.404
O 6.23 -6.36 0.33 -0.624
C 5.70 -5.29 0.49 0.374
O 6.32 -4.16 0.35 -0.392
C 5.51 -3.05 0.67 -0.121
C 4.08 -3.61 0.68 1.373
C 4.25 -5.11 0.62 -0.128
H 5.52 -2.46 -0.25 0.118
H 5.76 -2.49 1.57 0.216
H 3.43 -3.38 -0.17 -0.752
H 3.51 -3.23 1.53 -0.420
H 3.75 -5.43 -0.29 0.294
H 3.78 -5.69 1.42 0.011
O -5.30 3.40 -2.40 -0.599
C -4.43 4.13 -1.99 -0.108
O -4.21 5.36 -2.40 -0.405
C -3.25 6.06 -1.65 -0.617
C -2.46 4.91 -0.88 -0.304
C -3.53 3.82 -0.81 1.053
H -3.53 6.83 -0.93 0.285
H -2.55 6.51 -2.36 0.319
H -2.18 5.40 0.05 0.522
H -1.54 4.55 -1.32 -0.033
H -4.28 3.95 -0.03 0.235
H -3.15 2.81 -0.68 -0.499
```

Calculated values
HOMO-LUMO gap = 8.3 eV
HOMO energy = -0.299 Ha
LUMO level = 0.21 eV
charge = 0
DFT total energy = -4873.2337 hartree
ΔE to the lowest compared entry with this formula, charge and spin = 45.5 kcal per mole